[1]
DFT (ωB97M-V/def2-TZVPD) results for a structure of composition C40H31BCl4IrN9O4P.

**Net charge**: +2
**Multiplicity**: 2
**Kohn-Sham gap (alpha / beta)**: 5.67 / 6.51 eV

The geometry in XYZ format:
```
91
Properties=species:S:1:pos:R:3:lowdin_charge:R:1
Ir 0.177 0.449 0.657 1.299
Cl 3.057 1.188 6.469 0.665
Cl 1.809 3.677 5.642 0.624
Cl 0.252 1.670 7.048 0.642
Cl 4.502 -0.060 -3.342 0.906
P -0.845 -1.535 -0.075 1.025
O 1.192 -1.045 1.678 -0.234
O 5.881 -1.987 -1.562 0.111
O 3.170 -2.000 2.031 0.126
O 5.298 -2.465 0.521 0.158
N -1.436 2.539 2.031 -0.014
N -1.186 2.828 -0.361 0.055
N 1.350 2.211 1.036 -0.111
N -1.378 1.179 1.884 -0.095
N -0.830 1.653 -0.706 -0.021
N 2.402 0.342 -1.764 -0.031
N 0.903 0.895 3.602 0.218
N 1.889 0.001 -0.556 -0.011
N 0.734 3.396 1.199 -0.023
C 3.587 -0.298 -1.947 -0.562
C 1.430 2.501 -2.326 -0.025
C -4.233 -2.938 1.747 -0.047
C -2.432 -3.022 3.341 -0.052
C 1.746 1.203 -2.702 -0.230
C 5.117 -1.878 -0.645 -0.494
C -2.108 2.847 3.145 -0.029
C -2.487 1.680 3.770 -0.012
C -2.327 2.517 -2.217 0.054
C 2.780 -0.800 0.019 -0.159
C -2.080 3.409 -1.245 0.029
C -1.587 1.297 -1.884 -0.188
C -2.603 0.013 -1.584 -0.207
C -2.602 -1.814 -3.764 0.008
C 2.856 3.713 1.712 -0.015
C 1.571 1.939 5.905 -1.621
C 3.877 -1.038 -0.814 -0.032
C 0.837 3.348 -3.252 -0.059
C 1.060 -5.155 0.075 -0.032
C 1.159 -2.850 -1.454 -0.124
C -1.783 -1.226 -1.570 -0.311
C 2.630 2.383 1.360 -0.109
C -3.617 -0.836 -3.676 -0.037
C 0.574 2.902 -4.542 -0.052
C -1.579 -2.438 2.419 -0.148
C -1.735 -2.028 -2.677 -0.044
C 1.975 -5.050 -0.961 -0.032
C 2.020 -3.896 -1.733 -0.045
C -2.048 -2.129 1.137 -0.356
C -3.761 -3.261 3.010 -0.042
C 0.237 -2.945 -0.405 -0.327
C -3.373 -2.390 0.803 -0.061
C 1.195 1.342 4.617 -0.342
C 1.484 0.743 -3.983 -0.041
C -1.996 0.671 2.956 -0.108
C -3.656 0.020 -2.625 -0.028
C 0.193 -4.109 0.358 -0.041
C 1.624 4.322 1.599 -0.034
C 0.894 1.601 -4.903 -0.044
C 2.408 -1.329 1.364 -0.542
B -0.771 3.471 1.029 -0.493
H -5.265 -3.131 1.487 0.117
H -1.070 -2.880 -2.698 0.114
H -2.280 3.877 3.414 0.142
H 1.689 2.847 -1.336 0.105
H 3.327 1.562 1.323 0.123
H -2.545 -2.458 -4.631 0.123
H 2.729 -3.815 -2.547 0.122
H -3.046 1.572 4.683 0.117
H 4.554 -2.319 1.157 0.071
H 1.738 -0.270 -4.266 0.115
H -4.426 -3.713 3.734 0.119
H -2.961 2.640 -3.078 0.143
H -0.516 -4.216 1.165 0.103
H 0.614 4.370 -2.975 0.120
H 1.195 -1.954 -2.066 0.097
H 3.786 4.164 2.011 0.116
H 0.137 3.571 -5.271 0.120
H 2.653 -5.867 -1.169 0.122
H 1.016 -6.057 0.670 0.121
H -1.155 4.596 1.089 0.134
H -2.071 -0.390 3.091 0.090
H 0.707 1.253 -5.910 0.121
H -4.448 0.753 -2.539 0.129
H 1.323 5.341 1.774 0.139
H -0.924 0.963 -2.688 0.159
H -3.739 -2.202 -0.200 0.106
H -2.059 -3.289 4.321 0.122
H -3.023 0.234 -0.597 0.148
H -4.382 -0.794 -4.440 0.126
H -2.427 4.415 -1.083 0.147
H -0.549 -2.229 2.685 0.109
```

=====

[2]
DFT (ωB97M-V/def2-TZVPD) results for a structure of composition C40H32AsF6N3O4SV.

**Net charge**: +1
**Multiplicity**: 3
**Kohn-Sham gap (alpha / beta)**: 6.24 / 6.05 eV

The geometry in XYZ format:
```
88
Properties=species:S:1:pos:R:3:lowdin_charge:R:1
As -0.583 -1.758 1.785 1.244
V 0.661 -0.038 -0.941 0.778
S -1.630 0.387 -0.358 0.702
F 2.352 0.327 -4.358 0.154
F -0.330 0.084 -4.320 0.143
F -1.445 1.889 -3.941 0.174
F 2.565 2.363 -5.063 0.177
F 3.199 1.836 -3.067 0.145
F -0.064 1.813 -5.598 0.179
O -5.649 5.386 -2.416 0.133
O 0.462 -1.209 0.578 -0.615
O -3.927 6.644 -1.834 0.120
O 0.775 1.261 -2.218 -0.254
N 1.423 -1.626 -1.977 0.019
N 2.664 0.008 -0.517 -0.040
N 3.380 -0.932 -0.835 0.163
C -3.319 -2.358 1.012 -0.112
C 1.943 -2.831 2.628 -0.087
C -4.301 -3.192 0.503 -0.055
C -2.018 3.112 -0.334 -0.108
C 5.203 2.421 0.714 -0.050
C -3.493 1.846 -1.741 -0.104
C -4.162 3.006 -2.083 -0.001
C -2.411 1.885 -0.862 -0.622
C 2.672 -1.919 -1.609 -0.271
C 0.846 -4.708 4.366 -0.063
C -2.284 -0.315 3.622 -0.083
C 1.331 -3.676 -3.162 -0.009
C 4.673 1.303 0.102 -0.002
C 2.447 2.043 0.727 -0.025
C 4.365 3.343 1.335 -0.051
C -4.537 5.445 -1.976 -0.479
C 0.863 1.945 -3.394 -0.414
C -2.013 -2.828 1.113 -0.312
C -2.679 4.277 -0.691 -0.029
C -1.050 -0.361 2.989 -0.316
C -3.755 4.234 -1.571 -0.136
C 3.294 1.121 0.123 -0.226
C -1.582 1.671 4.780 -0.058
C 0.014 -3.885 3.623 -0.091
C -2.671 -4.932 0.162 -0.064
C 2.772 -3.656 3.376 -0.066
C -2.547 0.710 4.520 -0.057
C -3.977 -4.473 0.077 -0.057
C 0.757 -2.477 -2.740 -0.057
C 3.311 -3.074 -1.965 0.034
C -0.257 1.429 -4.330 -0.552
C 2.613 -3.981 -2.764 -0.014
C 2.990 3.157 1.343 -0.053
C -1.684 -4.113 0.689 -0.096
C -0.342 1.606 4.157 -0.061
C -0.070 0.586 3.261 -0.095
C 2.224 -4.592 4.241 -0.064
C 0.565 -2.950 2.751 -0.303
C 2.250 1.621 -4.002 -0.552
C 0.734 3.448 -3.185 0.046
H -0.668 -4.479 0.777 0.109
H 0.420 -5.437 5.041 0.112
H 1.371 1.898 0.723 0.091
H -0.235 3.653 -2.733 0.088
H -1.062 -3.981 3.720 0.112
H -3.004 6.525 -1.587 0.091
H -3.508 0.757 5.014 0.114
H 3.079 -4.906 -3.075 0.124
H 0.415 2.347 4.376 0.110
H -3.802 0.896 -2.158 0.107
H 1.523 3.775 -2.510 0.103
H 4.325 -3.248 -1.636 0.128
H -5.319 -2.835 0.425 0.115
H 4.791 4.219 1.807 0.114
H 0.819 3.992 -4.125 0.107
H 2.873 -5.234 4.822 0.112
H 2.343 3.881 1.819 0.113
H -2.367 5.210 -0.234 0.116
H 0.900 0.526 2.781 0.095
H -3.040 -1.065 3.427 0.098
H -4.748 -5.117 -0.327 0.114
H -3.557 -1.340 1.286 0.086
H 6.272 2.585 0.700 0.115
H -5.010 2.982 -2.755 0.128
H 2.363 -2.102 1.946 0.090
H 0.767 -4.345 -3.795 0.122
H -1.199 3.146 0.373 0.097
H -1.793 2.469 5.480 0.113
H 3.846 -3.566 3.284 0.110
H -0.248 -2.185 -3.015 0.132
H -2.420 -5.930 -0.173 0.111
H 5.306 0.585 -0.400 0.116
```

=====

Calculated strongest force on any atom, 3.84, 2.15 eV/A (same order as the records).